No. 1
This record from the Open Molecules 2025 dataset describes an isolated molecule of C5H8O at a distorted geometry. The level of theory is the ωB97M-V functional and the def2-TZVPD basis.

## Properties
HOMO (spin up / spin down) = -9.62 / -8.31 eV
E_LUMO (spin up / spin down) = -0.65 / -0.96 eV

Last column: Löwdin charge in e.
Cartesian coordinates (Å):
1 C -0.07 0.93 -1.15  0.2020
2 C -1.71 -0.25 0.41  -0.0125
3 C -0.33 0.39 0.16  -0.7917
4 C 0.76 -0.72 0.01  -0.1126
5 C 1.99 -0.51 0.51  0.0332
6 O -0.04 1.48 0.88  0.0179
7 H -0.76 0.88 -1.99  0.0945
8 H 0.85 1.48 -1.31  0.0910
9 H 0.46 -1.68 -0.39  0.1056
10 H -1.71 -0.68 1.41  0.0872
11 H -2.47 0.53 0.36  0.0838
12 H -1.93 -1.03 -0.32  0.0827
13 H 2.23 0.46 0.92  0.0634
14 H 2.73 -1.29 0.52  0.0555



No. 2
This record from the Open Molecules 2025 dataset describes an isolated molecule of C5H8O at a distorted geometry. The level of theory is the ωB97M-V functional and the def2-TZVPD basis.

## Properties
HOMO = -8.58 eV
SMILES = C=C1C[C@@]1(C)O
E_LUMO = 0.95 eV

Last column: Löwdin charge in e.
Cartesian coordinates (Å):
1 C 0.85 -1.05 -1.05  -0.0135
2 C -0.49 0.83 0.03  -0.0847
3 C 0.10 -0.45 0.12  -0.5492
4 C -1.23 1.84 -0.31  0.0446
5 C 0.81 0.25 1.18  0.0618
6 O -1.19 -1.36 0.37  -0.0749
7 H -1.09 -1.72 1.26  0.0603
8 H 0.14 -1.31 -1.84  0.0880
9 H 1.57 -0.34 -1.46  0.0876
10 H 1.38 -1.94 -0.71  0.0880
11 H -0.92 2.86 -0.14  0.0628
12 H -2.21 1.68 -0.74  0.0685
13 H 1.89 0.28 1.14  0.0789
14 H 0.38 0.43 2.15  0.0819



No. 3
This record from the Open Molecules 2025 dataset describes an isolated molecule of C5H8O. The level of theory is the ωB97M-V functional and the def2-TZVPD basis.

## Properties
HOMO = -10.07 eV
SMILES = C1CC1[C@H]1CO1
E_LUMO = 1.20 eV

Last column: Löwdin charge in e.
Cartesian coordinates (Å):
1 C 1.69 -0.46 -0.29  -0.1108
2 C 0.69 -0.61 -1.40  -0.1160
3 C 0.23 -0.51 0.04  -0.2598
4 C -0.46 0.72 0.50  -0.2916
5 C -1.84 0.68 1.00  -0.1148
6 O -0.73 0.88 1.88  -0.0322
7 H 2.15 0.51 -0.16  0.1053
8 H 2.34 -1.30 -0.04  0.0998
9 H 0.58 -1.59 -1.86  0.1004
10 H 0.51 0.23 -2.08  0.1021
11 H -0.22 -1.43 0.39  0.1417
12 H -0.10 1.64 0.04  0.1518
13 H -2.50 1.53 0.84  0.1087
14 H -2.34 -0.29 1.12  0.1155



No. 4
This record from the Open Molecules 2025 dataset describes the ion C5H8O with charge +1 at a distorted geometry. The level of theory is the ωB97M-V functional and the def2-TZVPD basis.

## Properties
<S²> = 0.75
multiplicity = 2
HOMO (spin up / spin down) = -15.65 / -15.04 eV
E_LUMO (spin up / spin down) = -7.33 / -7.32 eV
charge = +1

Last column: Löwdin charge in e.
Cartesian coordinates (Å):
1 C 2.35 0.36 -0.66  -0.0435
2 C 1.40 -0.35 0.15  0.0603
3 C 0.00 -0.17 -0.11  -0.0524
4 C -1.08 -0.58 0.65  0.1119
5 C -2.51 0.02 0.32  -0.2807
6 O -2.82 1.23 0.80  0.1230
7 H 3.31 -0.12 -0.70  0.0966
8 H 2.01 0.40 -1.74  0.1299
9 H 2.58 1.44 -0.41  0.1542
10 H 1.58 -0.74 1.14  0.1418
11 H -0.26 0.62 -0.81  0.1290
12 H -0.93 -1.15 1.52  0.1161
13 H -3.14 -0.85 0.64  0.1580
14 H -2.48 -0.11 -0.79  0.1559



No. 5
This record from the Open Molecules 2025 dataset describes a cluster of 2 separate species, C5H8O2 in total. The level of theory is the ωB97M-V functional and the def2-TZVPD basis.

## Properties
HOMO = -8.26 eV
SMILES = C1=CO[C@@H]2C[C@@H]2O1.[H][H]
E_LUMO = 1.06 eV

Last column: Löwdin charge in e.
Cartesian coordinates (Å):
1 C 1.31 -0.59 -0.89  -0.0051
2 C 0.03 -1.34 -0.58  -0.2382
3 O -0.50 -1.27 0.71  -0.0319
4 C -1.16 -0.11 1.00  -0.1425
5 C -1.20 0.96 0.21  -0.1413
6 O -0.58 1.06 -1.01  -0.0321
7 C 0.00 -0.13 -1.47  -0.2381
8 H 1.71 0.01 -0.08  0.1201
9 H 2.04 -1.05 -1.54  0.1073
10 H -0.14 -2.31 -1.02  0.1534
11 H -1.64 -0.13 1.97  0.1230
12 H 1.26 1.71 2.66  0.0377
13 H -1.72 1.87 0.48  0.1226
14 H 0.74 1.62 2.13  0.0115
15 H -0.20 -0.27 -2.53  0.1534



No. 6
This record from the Open Molecules 2025 dataset describes a structure of composition C5H8O2. The level of theory is the ωB97M-V functional and the def2-TZVPD basis.

## Properties
HOMO = -9.26 eV
E_LUMO = 0.16 eV

Last column: Löwdin charge in e.
Cartesian coordinates (Å):
1 C 0.40 0.53 1.05  -0.0603
2 C 0.83 1.02 -0.35  -0.1764
3 C -0.43 0.55 -1.09  -0.0940
4 C -0.78 -0.47 -0.02  -0.5085
5 O -1.96 -0.56 0.59  -0.0853
6 C -0.01 -1.79 -0.11  -0.1631
7 O 0.81 -2.04 -0.96  0.0885
8 H -0.90 -0.03 1.21  0.1621
9 H -0.04 1.35 1.65  0.1218
10 H 1.14 -0.02 1.65  0.1061
11 H 1.70 0.46 -0.69  0.1108
12 H 1.04 2.08 -0.41  0.1083
13 H -1.22 1.31 -1.12  0.1267
14 H -0.28 0.12 -2.08  0.1204
15 H -0.31 -2.52 0.67  0.1429



No. 7
This record from the Open Molecules 2025 dataset describes an isolated molecule of C5H8O2. The level of theory is the ωB97M-V functional and the def2-TZVPD basis.

## Properties
HOMO = -9.99 eV
SMILES = C[C@@]1(O)C[C@H]2O[C@H]21
E_LUMO = 0.92 eV

Last column: Löwdin charge in e.
Cartesian coordinates (Å):
1 C -1.70 0.04 0.14  -0.0073
2 C -0.22 0.28 0.35  -0.5050
3 O 0.03 1.17 1.43  0.0046
4 C 0.70 -0.98 0.53  -0.0243
5 C 1.49 -0.52 -0.69  -0.1980
6 O 0.57 -0.45 -1.78  0.0067
7 C 0.62 0.65 -0.88  -0.1793
8 H -1.85 -0.65 -0.70  0.0877
9 H -2.14 -0.40 1.04  0.0891
10 H -2.22 0.98 -0.08  0.0863
11 H 0.21 2.04 1.08  0.0980
12 H 1.25 -0.90 1.47  0.1225
13 H 0.23 -1.96 0.43  0.1205
14 H 2.54 -0.66 -0.93  0.1444
15 H 0.82 1.63 -1.30  0.1541



No. 8
This record from the Open Molecules 2025 dataset describes an isolated molecule of C5H8O2. The level of theory is the ωB97M-V functional and the def2-TZVPD basis.

## Properties
HOMO = -9.22 eV
SMILES = O[C@H]1C[C@@]2(O)C[C@@H]12
E_LUMO = 0.83 eV

Last column: Löwdin charge in e.
Cartesian coordinates (Å):
1 O -1.59 -1.51 0.90  -0.0118
2 C -0.62 -0.50 0.96  -0.3517
3 C 0.80 -0.89 0.49  -0.0225
4 C 0.79 0.43 -0.31  -0.4561
5 O 1.77 1.39 -0.11  0.0376
6 C -0.21 0.32 -1.42  -0.0143
7 C -0.67 0.66 -0.02  -0.1319
8 H -2.43 -1.05 1.09  0.0969
9 H -0.53 -0.06 1.97  0.1516
10 H 1.56 -0.92 1.27  0.1175
11 H 0.83 -1.83 -0.08  0.1216
12 H 2.07 1.80 -0.94  0.1020
13 H -0.23 1.14 -2.13  0.1093
14 H -0.49 -0.65 -1.85  0.1139
15 H -1.05 1.65 0.19  0.1380



No. 9
This record from the Open Molecules 2025 dataset describes an isolated molecule of C5H8O2. The level of theory is the ωB97M-V functional and the def2-TZVPD basis.

## Properties
HOMO = -9.31 eV
SMILES = CCO[C@H]1CC1=O
E_LUMO = 0.65 eV

Last column: Löwdin charge in e.
Cartesian coordinates (Å):
1 C -1.76 -0.26 -0.42  -0.0617
2 C -0.94 1.01 -0.18  -0.2432
3 O -0.13 0.91 0.99  -0.0825
4 C 1.15 0.44 0.76  -0.2326
5 C 1.44 -1.09 0.60  0.0175
6 C 1.52 -0.15 -0.54  -0.3621
7 O 1.63 0.00 -1.72  0.1241
8 H -1.13 -1.13 -0.66  0.0679
9 H -2.34 -0.49 0.48  0.0823
10 H -2.45 -0.10 -1.25  0.0807
11 H -1.59 1.87 -0.02  0.1218
12 H 1.91 0.99 1.32  0.1546
13 H 2.38 -1.43 1.01  0.1107
14 H 0.61 -1.79 0.67  0.1126
15 H -0.29 1.22 -1.04  0.1098



No. 10
This record from the Open Molecules 2025 dataset describes an isolated molecule of C5H8O2 at a distorted geometry. The level of theory is the ωB97M-V functional and the def2-TZVPD basis.

## Properties
HOMO = -8.46 eV
E_LUMO = 0.55 eV

Last column: Löwdin charge in e.
Cartesian coordinates (Å):
1 C 2.57 -0.61 -0.15  0.0710
2 O 1.70 0.31 -0.47  -0.1119
3 C 0.66 0.58 0.51  -0.3995
4 C -0.22 -0.67 0.71  -0.1790
5 C -1.12 -0.47 -0.50  -0.1734
6 C -1.47 1.01 -0.28  -0.1790
7 O -0.19 1.58 0.07  -0.0263
8 H -1.04 -0.49 -1.60  0.1151
9 H 3.30 -0.61 -0.99  0.0158
10 H 1.21 0.90 1.41  0.1486
11 H 0.23 -0.84 1.83  0.2091
12 H -0.22 -1.76 0.81  0.0969
13 H -1.38 -1.66 -0.68  0.1727
14 H -1.82 1.50 -1.19  0.1201
15 H -2.22 1.21 0.50  0.1199



No. 11
This record from the Open Molecules 2025 dataset describes an isolated molecule of C5H8O2 at a distorted geometry. The level of theory is the ωB97M-V functional and the def2-TZVPD basis.

## Properties
HOMO = -8.45 eV
SMILES = C=C(O)C1(O)CC1
E_LUMO = 0.93 eV

Last column: Löwdin charge in e.
Cartesian coordinates (Å):
1 C 1.34 0.32 -1.25  -0.0056
2 C 0.94 -0.30 -0.09  -0.3469
3 O 2.00 -0.82 0.53  0.0464
4 C -0.37 -0.42 0.57  -0.4549
5 O -0.48 -1.34 1.61  0.0429
6 C -1.61 -0.22 -0.24  -0.0478
7 C -1.17 0.87 0.68  -0.0382
8 H 2.49 -0.65 -0.39  0.1328
9 H 0.72 0.42 -2.13  0.0443
10 H 2.08 1.11 -1.08  0.0774
11 H 0.38 -1.36 2.07  0.1030
12 H -2.45 -0.84 0.07  0.1181
13 H -1.50 -0.09 -1.32  0.1064
14 H -0.74 1.77 0.24  0.1100
15 H -1.71 1.00 1.61  0.1120



No. 12
This record from the Open Molecules 2025 dataset describes an isolated molecule of C5H8O2. The level of theory is the ωB97M-V functional and the def2-TZVPD basis.

## Properties
HOMO = -10.16 eV
SMILES = O[C@H]1C[C@]2(CO2)C1
E_LUMO = 0.91 eV

Last column: Löwdin charge in e.
Cartesian coordinates (Å):
1 O -2.26 0.59 1.04  -0.0245
2 C -1.17 -0.27 0.78  -0.3511
3 C -0.78 -0.48 -0.71  -0.0227
4 C 0.61 0.06 -0.38  -0.4458
5 C 1.91 -0.19 -0.99  -0.0757
6 O 1.24 1.05 -1.17  -0.0098
7 C 0.24 0.29 1.08  -0.0257
8 H -2.10 1.42 0.58  0.0958
9 H -1.41 -1.19 1.31  0.1434
10 H -1.33 0.15 -1.41  0.1259
11 H -0.81 -1.52 -1.06  0.1166
12 H 2.81 -0.15 -0.38  0.1151
13 H 1.98 -0.81 -1.89  0.1151
14 H 0.24 1.34 1.38  0.1260
15 H 0.83 -0.29 1.81  0.1171



No. 13
This record from the Open Molecules 2025 dataset describes an isolated molecule of C5H8O2 at a distorted geometry. The level of theory is the ωB97M-V functional and the def2-TZVPD basis.

## Properties
HOMO = -8.76 eV
SMILES = C=C(C)[C@H](O)C=O
E_LUMO = 0.36 eV

Last column: Löwdin charge in e.
Cartesian coordinates (Å):
1 C -1.74 0.94 -0.20  -0.0325
2 C -0.54 0.17 0.20  -0.2658
3 C -0.53 -1.11 0.63  0.0186
4 O 1.78 -1.43 -0.94  0.0164
5 C 1.57 -0.85 0.12  -0.2488
6 C 0.93 0.58 0.06  -0.2930
7 O 1.12 0.98 -1.27  -0.0198
8 H -2.63 0.31 -0.05  0.0865
9 H -1.67 1.31 -1.21  0.0808
10 H -1.83 1.79 0.49  0.0994
11 H -0.03 -0.96 1.58  0.0970
12 H -1.17 -1.96 0.46  0.0926
13 H 1.99 -1.23 1.07  0.1314
14 H 1.35 1.33 0.75  0.1494
15 H 1.40 0.13 -1.69  0.0876



No. 14
This record from the Open Molecules 2025 dataset describes a structure of composition C5H8O2 at a distorted geometry. The level of theory is the ωB97M-V functional and the def2-TZVPD basis.

## Properties
HOMO (spin up / spin down) = -7.43 / -7.43 eV
E_LUMO (spin up / spin down) = 0.42 / 0.42 eV

Last column: Löwdin charge in e.
Cartesian coordinates (Å):
1 C -1.87 -0.34 -0.30  -0.0281
2 C -0.74 0.58 0.13  0.0028
3 O 0.10 1.01 1.75  -0.0180
4 C 1.18 0.78 1.03  -0.1339
5 C 1.04 -1.08 0.19  0.0540
6 C 0.71 0.28 -0.23  -0.6630
7 O 1.17 0.82 -1.43  0.0355
8 H -1.62 -1.41 -0.31  0.0712
9 H -2.77 -0.16 0.29  0.0853
10 H -2.14 -0.06 -1.34  0.1086
11 H -1.01 1.61 0.10  0.1303
12 H 2.18 1.14 1.29  0.1514
13 H 2.07 -1.38 0.32  0.0486
14 H 0.27 -1.83 0.43  0.0576
15 H 1.42 0.04 -1.94  0.0976



No. 15
This record from the Open Molecules 2025 dataset describes a structure of composition C5H8O2. The level of theory is the ωB97M-V functional and the def2-TZVPD basis.

## Properties
HOMO = -10.38 eV
E_LUMO = 0.76 eV

Last column: Löwdin charge in e.
Cartesian coordinates (Å):
1 C -0.05 -1.16 -1.15  0.0072
2 C 0.06 -0.23 0.09  -0.4562
3 C 0.61 -0.63 1.46  -0.0117
4 C 0.37 1.25 -0.25  0.0044
5 C -1.15 1.36 -0.29  -0.4875
6 O -1.98 2.13 -0.67  0.1378
7 O -1.36 0.15 0.28  0.0351
8 H 0.16 -0.60 -2.07  0.0853
9 H 0.57 -2.06 -1.15  0.0780
10 H -1.09 -1.49 -1.25  0.0934
11 H 0.15 0.08 2.17  0.0916
12 H 0.32 -1.63 1.78  0.0836
13 H 1.69 -0.51 1.58  0.0886
14 H 0.76 1.81 0.60  0.1275
15 H 0.93 1.52 -1.15  0.1229



No. 16
This record from the Open Molecules 2025 dataset describes a structure of composition C5H8O2. The level of theory is the ωB97M-V functional and the def2-TZVPD basis.

## Properties
HOMO = -10.41 eV
E_LUMO = 0.73 eV

Last column: Löwdin charge in e.
Cartesian coordinates (Å):
1 C 1.00 1.18 -0.41  -0.0200
2 C 0.13 0.04 0.08  -0.5134
3 C -0.24 0.16 1.55  -0.0088
4 C -0.98 -0.41 -0.88  0.0129
5 C -0.17 -1.70 -0.95  -0.4681
6 O -0.25 -2.77 -1.48  0.1353
7 O 0.82 -1.25 -0.13  0.0669
8 H 1.33 0.99 -1.44  0.0925
9 H 0.43 2.12 -0.39  0.0940
10 H 1.89 1.30 0.22  0.0932
11 H -1.20 -0.31 1.77  0.0856
12 H 0.52 -0.33 2.16  0.0931
13 H -0.30 1.21 1.87  0.0855
14 H -1.98 -0.53 -0.46  0.1243
15 H -1.03 0.13 -1.83  0.1270



No. 17
This record from the Open Molecules 2025 dataset describes a structure of composition C5H8O2. The level of theory is the ωB97M-V functional and the def2-TZVPD basis.

## Properties
HOMO = -9.21 eV
E_LUMO = 0.79 eV

Last column: Löwdin charge in e.
Cartesian coordinates (Å):
1 C -1.87 -0.23 -0.16  -0.0248
2 C -0.69 0.67 0.11  -0.2804
3 O -0.22 0.61 1.49  -0.0351
4 C 1.11 0.38 1.05  -0.1936
5 C 1.21 -0.94 0.32  0.0091
6 C 0.71 0.29 -0.39  -0.4178
7 O 1.31 0.85 -1.50  0.0517
8 H -1.74 -1.20 0.33  0.0785
9 H -2.80 0.21 0.21  0.0808
10 H -1.98 -0.40 -1.24  0.0865
11 H -0.90 1.71 -0.15  0.1561
12 H 1.93 0.88 1.55  0.1545
13 H 2.22 -1.21 0.03  0.1169
14 H 0.55 -1.76 0.59  0.1087
15 H 1.25 0.21 -2.22  0.1088



No. 18
This record from the Open Molecules 2025 dataset describes an isolated molecule of C5H8O2 at a distorted geometry. The level of theory is the ωB97M-V functional and the def2-TZVPD basis.

## Properties
HOMO = -9.76 eV
SMILES = CC1(OC=O)CC1
E_LUMO = 0.98 eV

Last column: Löwdin charge in e.
Cartesian coordinates (Å):
1 C -0.39 1.55 -0.24  -0.0138
2 C -0.08 0.17 0.26  -0.5641
3 C -0.74 -1.03 -0.38  -0.0735
4 C -1.12 -0.61 1.02  -0.0619
5 O 1.26 0.07 0.65  -0.0783
6 C 2.22 -0.45 -0.41  -0.1846
7 O 2.53 0.02 -1.46  0.1464
8 H 0.25 1.79 -1.09  0.0855
9 H -0.19 2.28 0.56  0.0906
10 H -1.44 1.64 -0.54  0.0859
11 H -1.44 -0.85 -1.19  0.1069
12 H -0.17 -1.95 -0.48  0.1032
13 H -2.09 -0.15 1.17  0.1068
14 H -0.79 -1.24 1.83  0.1076
15 H 2.19 -1.25 0.31  0.1433



No. 19
This record from the Open Molecules 2025 dataset describes a structure of composition C5H8O2. The level of theory is the ωB97M-V functional and the def2-TZVPD basis.

## Properties
HOMO = -8.81 eV
E_LUMO = 0.25 eV

Last column: Löwdin charge in e.
Cartesian coordinates (Å):
1 C -1.75 0.31 -0.66  -0.0279
2 C -0.45 0.80 -0.03  -0.5669
3 O -0.40 1.87 0.57  -0.0014
4 C 0.28 -0.61 1.11  -0.1313
5 O 1.02 -0.10 2.06  0.0787
6 C 0.86 0.18 -0.67  -0.0952
7 C 1.09 -1.19 0.02  -0.1290
8 H -1.96 0.91 -1.56  0.0880
9 H -1.71 -0.74 -0.93  0.0788
10 H -2.57 0.48 0.05  0.0869
11 H 0.48 0.57 2.52  0.1355
12 H 1.67 0.87 -0.46  0.1277
13 H 0.70 0.06 -1.75  0.1274
14 H 0.60 -2.00 -0.51  0.1124
15 H 2.14 -1.41 0.24  0.1161



No. 20
This record from the Open Molecules 2025 dataset describes an isolated molecule of C5H8O2 at a distorted geometry. The level of theory is the ωB97M-V functional and the def2-TZVPD basis.

## Properties
HOMO = -9.74 eV
SMILES = O=CCC1(O)CC1
E_LUMO = 0.84 eV

Last column: Löwdin charge in e.
Cartesian coordinates (Å):
1 O 0.11 -0.74 -1.39  0.0054
2 C -0.32 -0.22 -0.17  -0.5638
3 C 0.81 -0.42 0.80  -0.0726
4 C 2.04 0.37 0.42  -0.2055
5 O 2.22 0.82 -0.70  0.0458
6 C -1.75 -0.49 0.20  -0.0588
7 C -1.30 0.91 -0.17  -0.0552
8 H 0.85 -0.15 -1.62  0.0791
9 H 0.59 -0.32 1.88  0.1340
10 H 1.06 -1.42 0.47  0.1364
11 H 2.84 0.46 1.18  0.1246
12 H -2.01 -0.70 1.23  0.1058
13 H -2.32 -1.04 -0.54  0.1097
14 H -1.57 1.27 -1.16  0.1099
15 H -1.23 1.66 0.61  0.1053



Results for energy relative to the best compared isomer or geometry (same formula, charge and spin): 453.97 395.35 213.30 314.83 333.78 445.73 222.60 223.80 260.24 959.79 324.77 217.37 356.26 496.71 60.31 18.47 239.66 263.62 310.59 160.90 (in kJ/mol, following the order of the records).